Molecular formula: C43H80Br2ClF3N3O23PS
Method: DFT, the ωB97M-V functional and the def2-TZVPD basis

Properties
multiplicity	1
SMILES string	[H]/N=C\C[C@@]1(CC[C@](F)(Br)C(F)(F)Br)[C@H](C[C@H](C)Cl)[C@](CCOC(C)=O)(CC(C)C)OS(=O)(=O)[C@@]1(CCCCN)[PH2]=N.COC(=O)OC.COC(=O)OC.COC(=O)OC.COC(=O)OC.COC(=O)OC.COC(=O)OC
HOMO-LUMO gap	9.2	eV

Geometry as XYZ:
```
157
Properties=species:S:1:pos:R:3:lowdin_charge:R:1
H -0.52 1.28 1.16 0.06
N -1.35 0.75 0.88 0.14
C -1.02 -0.30 0.22 -0.22
C 0.43 -0.61 -0.07 -0.13
C 1.10 -1.98 -0.47 -0.26
C 2.55 -1.43 -0.63 -0.12
C 3.86 -2.21 -0.86 -0.23
C 4.89 -1.43 -1.68 -0.78
F 4.54 -1.37 -2.99 0.01
Br 6.52 -2.52 -1.55 0.81
C 5.17 0.04 -1.23 -0.86
F 5.22 0.10 0.14 0.02
F 4.14 0.83 -1.64 0.03
Br 6.80 0.88 -1.94 0.78
C 0.91 -2.93 0.78 -0.13
C 2.15 -3.75 1.18 -0.15
C 2.72 -4.82 0.25 -0.66
C 2.16 -6.22 0.38 -0.14
Cl 4.48 -4.98 0.63 0.68
C -0.39 -3.75 0.89 -0.33
C -1.69 -2.98 1.20 -0.08
C -2.70 -2.92 0.10 -0.18
O -3.72 -2.02 0.56 -0.03
C -4.91 -2.13 -0.13 -0.46
C -5.22 -0.90 -0.90 0.03
O -5.62 -3.16 -0.06 0.09
C -0.34 -4.83 1.97 -0.10
C -0.35 -4.46 3.47 -0.38
C 0.56 -5.42 4.24 -0.06
C 0.01 -3.05 3.89 -0.06
O -0.67 -4.55 -0.32 -0.18
S -0.15 -4.25 -1.77 0.66
O -1.32 -4.15 -2.61 -0.29
O 0.85 -5.22 -2.07 -0.24
C 0.61 -2.58 -1.86 -0.39
C 1.76 -2.81 -2.87 -0.21
C 1.40 -3.36 -4.26 -0.21
C 1.64 -2.34 -5.36 -0.22
C 1.10 -2.80 -6.69 -0.29
N 1.21 -1.69 -7.66 0.00
P -0.57 -1.49 -2.82 0.83
N 0.03 -0.09 -3.18 -0.24
H -1.85 -0.88 -0.12 0.05
H 0.92 -0.36 0.86 0.11
H 0.74 0.15 -0.77 0.10
H 2.75 -0.78 0.20 0.12
H 2.45 -0.75 -1.46 0.09
H 4.35 -2.39 0.07 0.06
H 3.80 -3.16 -1.36 0.06
H 0.82 -2.23 1.59 0.12
H 2.93 -3.04 1.37 0.09
H 2.00 -4.18 2.15 0.10
H 2.62 -4.53 -0.78 0.06
H 2.70 -6.88 -0.28 0.08
H 1.12 -6.27 0.13 0.06
H 2.31 -6.59 1.38 0.08
H -2.23 -3.49 1.98 0.13
H -1.51 -2.00 1.61 0.10
H -3.13 -3.90 -0.06 0.14
H -2.31 -2.55 -0.84 0.06
H -6.26 -0.89 -1.18 0.09
H -4.57 -0.86 -1.76 0.09
H -4.98 -0.05 -0.29 0.09
H -1.24 -5.40 1.79 0.14
H 0.46 -5.52 1.78 0.07
H -1.34 -4.66 3.85 0.13
H 0.55 -6.41 3.82 0.08
H 0.24 -5.47 5.27 0.08
H 1.57 -5.03 4.26 0.08
H -0.17 -2.94 4.95 0.09
H 1.05 -2.83 3.74 0.07
H -0.55 -2.27 3.40 0.07
H 2.41 -3.54 -2.42 0.08
H 2.28 -1.89 -3.01 0.09
H 0.40 -3.75 -4.34 0.08
H 2.05 -4.19 -4.46 0.12
H 1.20 -1.38 -5.12 0.08
H 2.70 -2.19 -5.47 0.12
H 1.70 -3.61 -7.08 0.11
H 0.06 -3.10 -6.58 0.11
H 0.80 -0.86 -7.27 0.04
H 0.71 -1.91 -8.51 0.06
H -1.78 -1.37 -2.14 0.00
H -0.93 -2.15 -3.99 0.03
H 0.97 0.09 -2.84 -0.03
C -4.88 1.27 -9.94 -0.04
O -4.49 1.58 -8.60 0.01
C -3.42 0.90 -8.17 -0.64
O -2.80 0.10 -8.81 0.12
O -3.16 1.27 -6.92 0.00
C -2.03 0.62 -6.34 -0.04
H -5.74 1.90 -10.14 0.09
H -4.08 1.52 -10.64 0.10
H -5.14 0.22 -10.03 0.10
H -1.13 0.85 -6.91 0.09
H -2.19 -0.45 -6.30 0.09
H -1.92 1.01 -5.34 0.08
C -2.70 2.78 2.86 -0.05
O -3.72 3.60 3.45 -0.01
C -4.28 4.48 2.63 -0.65
O -4.03 4.63 1.47 0.13
O -5.18 5.18 3.32 0.00
C -5.85 6.18 2.56 -0.04
H -2.36 2.13 3.66 0.09
H -3.08 2.17 2.04 0.07
H -1.88 3.40 2.51 0.09
H -6.41 5.73 1.74 0.10
H -5.15 6.91 2.17 0.10
H -6.54 6.67 3.25 0.09
C 3.58 -0.06 6.40 -0.04
O 3.68 1.11 5.58 0.00
C 3.51 0.90 4.28 -0.63
O 3.28 -0.16 3.76 0.11
O 3.66 2.06 3.66 0.02
C 3.56 1.98 2.24 -0.02
H 3.75 0.28 7.42 0.09
H 2.60 -0.50 6.32 0.09
H 4.34 -0.79 6.12 0.10
H 2.57 1.61 1.95 0.09
H 4.33 1.34 1.84 0.07
H 3.69 2.99 1.86 0.10
C -1.09 4.27 -7.26 -0.03
O 0.30 4.08 -7.00 0.01
C 0.83 4.99 -6.19 -0.63
O 0.25 5.91 -5.69 0.13
O 2.12 4.69 -6.02 0.01
C 2.82 5.59 -5.16 -0.04
H -1.39 3.47 -7.93 0.09
H -1.67 4.20 -6.34 0.10
H -1.27 5.23 -7.75 0.10
H 2.38 5.58 -4.17 0.10
H 2.80 6.60 -5.56 0.10
H 3.84 5.23 -5.12 0.09
C -1.84 5.62 4.56 -0.02
O -0.86 6.59 4.94 0.02
C 0.38 6.27 4.60 -0.63
O 0.72 5.27 4.02 0.12
O 1.20 7.23 5.00 0.01
C 2.57 7.01 4.69 -0.04
H -2.80 6.00 4.89 0.10
H -1.84 5.50 3.48 0.09
H -1.65 4.67 5.05 0.10
H 2.72 6.93 3.61 0.10
H 2.93 6.10 5.17 0.10
H 3.11 7.87 5.07 0.09
C 0.76 2.05 7.49 -0.03
O -0.14 1.33 8.35 0.01
C -1.42 1.44 7.99 -0.64
O -1.84 2.06 7.06 0.12
O -2.15 0.73 8.85 0.01
C -3.55 0.76 8.58 -0.03
H 1.75 1.88 7.90 0.09
H 0.70 1.68 6.47 0.10
H 0.53 3.12 7.51 0.10
H -3.77 0.34 7.60 0.10
H -3.94 1.77 8.64 0.10
H -4.02 0.14 9.35 0.09
```

Molecular formula: C43H83F5N2O3P2
Method: DFT, the ωB97M-V functional and the def2-TZVPD basis

Properties
multiplicity	1
relative energy (zero: lowest compared OMol25 entry of this formula, charge and spin)	0.0	kJ/mol
HOMO-LUMO gap	4.9	eV

Geometry as XYZ:
```
138
Properties=species:S:1:pos:R:3:lowdin_charge:R:1
C -4.54 -4.24 3.25 -0.13
N -4.88 -3.03 2.48 -0.17
C -4.00 -2.74 1.33 -0.28
P -3.47 -0.90 1.09 0.72
C -3.12 -0.62 2.94 -0.21
C -2.64 0.77 3.38 -0.41
C -1.13 1.00 3.18 -0.06
C -2.92 0.90 4.91 -0.07
C -5.30 -0.18 1.09 -0.46
F -6.22 -1.11 0.63 0.02
F -5.36 0.81 0.14 0.00
C -5.84 0.43 2.36 -0.13
C -5.85 1.78 2.49 -0.03
C -6.36 2.39 3.59 -0.06
C -6.89 1.66 4.62 -0.03
C -6.87 0.30 4.50 -0.14
C -7.43 -0.50 5.65 -0.56
F -7.03 -1.78 5.62 0.14
F -6.97 0.00 6.83 0.11
F -8.77 -0.44 5.71 0.14
C -6.38 -0.29 3.39 0.02
O -1.79 -1.49 0.90 -0.33
C -1.12 -0.75 -0.09 -0.22
C -1.84 0.62 -0.32 -0.55
N -2.42 0.59 -1.70 0.07
C -0.97 1.91 -0.23 -0.11
C 0.51 1.70 0.11 -0.22
C 1.23 3.08 0.03 -0.18
C 1.23 3.74 1.43 -0.18
C 0.73 5.21 1.38 -0.19
C -0.61 5.40 2.13 -0.18
C -1.85 5.27 1.20 -0.19
C -2.92 6.36 1.43 -0.17
C -3.57 6.88 0.12 -0.16
C -5.07 6.60 0.03 -0.23
O -5.74 6.90 1.24 -0.19
C -6.39 5.79 1.83 -0.12
O -2.89 0.69 0.58 -0.24
H -4.18 -3.94 4.24 0.06
H -3.79 -4.86 2.76 0.06
H -5.45 -4.82 3.43 0.07
H -5.84 -3.12 2.18 0.08
H -4.54 -3.01 0.41 0.07
H -3.10 -3.35 1.34 0.06
H -3.66 -1.16 -0.32 0.06
H -3.91 -0.98 3.59 0.06
H -2.27 -1.28 3.13 0.09
H -3.17 1.61 2.93 0.10
H -0.63 1.18 4.13 0.07
H -0.97 1.88 2.57 0.04
H -0.69 0.12 2.71 0.07
H -2.12 0.44 5.48 0.07
H -2.96 1.96 5.17 0.07
H -3.88 0.43 5.16 0.06
H -5.46 2.43 1.72 0.11
H -6.37 3.47 3.64 0.09
H -7.31 2.12 5.50 0.12
H -6.39 -1.37 3.31 0.11
H -1.22 -1.28 -1.05 0.11
H -0.09 -0.71 0.26 0.08
H -1.64 0.44 -2.34 0.06
H -2.88 1.47 -1.91 0.07
H -1.38 2.62 0.50 0.09
H -0.98 2.40 -1.20 0.10
H 0.91 1.01 -0.65 0.08
H 0.68 1.23 1.07 0.09
H 0.74 3.69 -0.72 0.10
H 2.26 2.87 -0.28 0.08
H 0.60 3.18 2.11 0.08
H 2.25 3.75 1.82 0.10
H 1.46 5.86 1.87 0.10
H 0.64 5.57 0.36 0.10
H -0.68 4.63 2.90 0.10
H -0.63 6.39 2.58 0.10
H -2.32 4.32 1.45 0.10
H -1.57 5.23 0.15 0.10
H -3.70 5.95 2.07 0.10
H -2.49 7.22 1.94 0.10
H -3.40 7.95 0.02 0.10
H -3.10 6.37 -0.73 0.10
H -5.48 7.26 -0.74 0.12
H -5.28 5.58 -0.31 0.12
H -6.41 5.95 2.91 0.09
H -5.86 4.85 1.65 0.07
H -7.42 5.68 1.49 0.09
C 2.86 -1.45 0.33 -0.09
C 2.51 -2.43 -0.78 -0.24
C 3.44 -3.65 -0.82 -0.22
C 4.84 -3.39 -1.39 -0.26
P 5.03 -3.34 -3.18 1.01
C 4.22 -4.82 -3.84 -0.27
C 4.53 -6.21 -3.24 -0.22
C 5.87 -6.86 -3.60 -0.26
C 6.19 -6.88 -5.09 -0.10
C 6.76 -3.50 -3.61 -0.26
C 7.81 -2.47 -3.15 -0.21
C 7.88 -1.14 -3.91 -0.25
C 7.80 -1.26 -5.42 -0.10
C 4.14 -2.05 -4.05 -0.26
C 4.45 -0.54 -3.99 -0.21
C 4.63 0.07 -2.60 -0.25
C 3.41 0.86 -2.15 -0.11
H 3.89 -1.08 0.25 0.07
H 2.20 -0.58 0.30 0.05
H 2.75 -1.92 1.31 0.09
H 2.51 -1.91 -1.74 0.08
H 1.49 -2.78 -0.62 0.12
H 2.95 -4.45 -1.38 0.10
H 3.55 -4.03 0.20 0.12
H 5.49 -4.22 -1.07 0.10
H 5.29 -2.51 -0.93 0.09
H 4.37 -4.83 -4.92 0.10
H 3.15 -4.65 -3.71 0.10
H 3.73 -6.87 -3.58 0.12
H 4.44 -6.16 -2.15 0.10
H 5.83 -7.89 -3.24 0.11
H 6.68 -6.40 -3.04 0.09
H 5.44 -7.44 -5.65 0.08
H 7.16 -7.36 -5.25 0.08
H 6.25 -5.88 -5.51 0.05
H 6.85 -3.69 -4.68 0.09
H 7.07 -4.43 -3.13 0.08
H 8.79 -2.96 -3.24 0.12
H 7.68 -2.27 -2.08 0.11
H 8.83 -0.66 -3.64 0.12
H 7.11 -0.47 -3.54 0.07
H 8.65 -1.81 -5.83 0.08
H 7.80 -0.27 -5.87 0.08
H 6.88 -1.76 -5.75 0.06
H 3.08 -2.18 -3.79 0.10
H 4.20 -2.34 -5.10 0.11
H 3.65 -0.03 -4.52 0.12
H 5.34 -0.34 -4.60 0.08
H 5.49 0.75 -2.61 0.11
H 4.87 -0.69 -1.85 0.07
H 3.28 1.74 -2.79 0.09
H 3.54 1.22 -1.13 0.07
H 2.50 0.26 -2.20 0.07
```

Molecular formula: C43H84F3N8O7SSn
Method: DFT, the ωB97M-V functional and the def2-TZVPD basis

Properties
<S²>	0.762
total charge	+2
multiplicity	2
HOMO-LUMO gap (spin up / spin down)	3.2 / 3.2	eV

Geometry as XYZ:
```
147
Properties=species:S:1:pos:R:3:lowdin_charge:R:1
C 0.85 -4.20 5.62 -0.09
O 0.68 -3.32 4.54 -0.21
C 1.44 -3.54 3.33 -0.17
C 0.98 -4.75 2.53 -0.07
N -0.53 -4.67 2.31 0.08
H -1.05 -4.38 3.13 0.16
H -0.59 -3.85 1.72 0.10
C -1.17 -5.92 1.71 -0.04
C -0.98 -5.84 0.18 -0.17
O 0.38 -5.80 -0.36 -0.21
C 0.57 -5.64 -1.78 -0.06
H -0.12 -4.25 6.12 0.09
H 1.71 -4.05 6.27 0.10
H 0.86 -5.21 5.21 0.08
H 2.48 -3.54 3.66 0.14
H 1.27 -2.62 2.76 0.10
H 1.15 -5.72 3.00 0.13
H 1.31 -4.76 1.49 0.10
H -2.20 -5.81 2.04 0.10
H -0.76 -6.86 2.08 0.14
H -1.44 -4.97 -0.29 0.10
H -1.62 -6.62 -0.23 0.13
H 1.58 -5.82 -2.15 0.09
H 0.39 -4.60 -2.05 0.07
H -0.15 -6.26 -2.32 0.09
Sn -4.77 0.43 3.25 1.50
C -1.44 4.24 2.63 -0.01
C -1.21 3.10 3.59 -0.69
O -0.07 2.83 4.00 0.00
O -2.18 2.30 3.97 -0.16
H -1.51 3.78 1.64 0.05
H -0.60 4.94 2.66 0.07
H -2.34 4.81 2.87 0.08
C -0.24 0.36 0.24 -0.60
F 1.08 0.05 0.26 0.09
F -0.25 1.63 0.63 0.12
F -0.79 0.22 -0.95 0.14
S -1.16 -0.90 1.48 0.53
O -2.57 -0.54 1.58 -0.49
O -1.05 -2.18 0.77 -0.34
O -0.40 -0.81 2.77 -0.32
C 7.46 -4.38 1.35 -0.09
C 6.25 -3.69 0.72 -0.25
N 5.52 -2.82 1.70 -0.15
C 6.46 -1.77 2.16 -0.27
C 5.77 -0.65 2.89 -0.11
C 4.38 -2.14 1.00 -0.26
C 3.33 -3.14 0.65 -0.11
H 7.87 -5.19 0.74 0.08
H 7.15 -4.77 2.32 0.08
H 8.33 -3.72 1.46 0.07
H 6.65 -3.12 -0.13 0.11
H 5.56 -4.44 0.33 0.10
H 7.12 -2.23 2.89 0.11
H 7.10 -1.50 1.32 0.12
H 5.32 0.06 2.19 0.05
H 5.08 -0.95 3.69 0.09
H 6.51 -0.08 3.44 0.08
H 4.72 -1.63 0.10 0.12
H 3.85 -1.51 1.72 0.09
H 3.21 -3.93 1.39 0.06
H 3.47 -3.63 -0.31 0.08
H 2.37 -2.63 0.57 0.06
C -1.00 7.73 -0.87 -0.08
C -0.95 6.24 -0.54 -0.28
N -0.15 5.53 -1.51 -0.18
C 0.28 4.20 -0.95 -0.22
C 1.18 3.30 -1.81 -0.07
C -0.85 5.51 -2.80 -0.23
C 0.21 5.72 -3.89 -0.07
H -1.16 8.34 0.02 0.07
H -1.75 7.92 -1.63 0.07
H -0.06 8.21 -1.14 0.08
H -0.48 6.13 0.43 0.10
H -1.94 5.79 -0.57 0.11
H 0.82 4.37 -0.02 0.09
H -0.61 3.66 -0.63 0.08
H 0.76 3.26 -2.81 0.05
H 2.12 3.83 -1.94 0.07
H 1.44 2.30 -1.45 0.05
H -1.63 6.27 -2.87 0.11
H -1.38 4.56 -2.93 0.08
H 0.53 6.76 -3.99 0.07
H -0.10 5.54 -4.91 0.06
H 1.10 5.10 -3.74 0.06
C -5.68 3.89 1.11 -0.05
C -6.07 2.77 0.09 -0.24
N -5.22 1.56 0.09 -0.16
C -5.99 0.48 -0.60 -0.25
C -5.30 -0.85 -0.63 -0.08
C -3.90 1.84 -0.50 -0.25
C -3.85 2.50 -1.86 -0.05
H -5.68 3.58 2.16 0.05
H -6.41 4.69 0.99 0.08
H -4.71 4.38 0.98 0.06
H -7.04 2.35 0.35 0.11
H -6.28 3.22 -0.88 0.12
H -6.97 0.40 -0.15 0.12
H -6.22 0.86 -1.60 0.13
H -5.10 -1.23 0.37 0.04
H -5.98 -1.55 -1.11 0.10
H -4.37 -0.83 -1.20 0.08
H -3.24 0.97 -0.48 0.08
H -3.32 2.47 0.18 0.10
H -2.81 2.52 -2.20 0.05
H -4.30 3.48 -2.00 0.09
H -4.33 1.80 -2.55 0.08
N 3.26 -0.15 -3.99 0.04
C 3.06 -1.07 -4.94 -0.16
C 2.10 -1.99 -4.60 -0.09
C 1.64 -1.57 -3.36 -0.14
C 2.39 -0.46 -2.97 -0.15
H 4.05 0.49 -3.93 0.16
H 3.66 -1.04 -5.84 0.12
H 1.68 -2.81 -5.16 0.11
H 0.86 -2.08 -2.81 0.09
H 2.45 0.14 -2.07 0.09
N -4.07 -3.94 1.82 -0.02
C -3.99 -4.09 0.48 -0.16
C -4.77 -5.20 0.17 -0.08
C -5.15 -5.78 1.37 -0.11
C -4.61 -5.06 2.40 -0.15
H -3.73 -3.16 2.36 0.13
H -3.49 -3.38 -0.16 0.11
H -4.89 -5.69 -0.79 0.11
H -5.76 -6.65 1.54 0.11
H -4.62 -5.11 3.48 0.11
N 2.36 3.54 2.47 0.13
C 2.68 2.54 1.56 0.07
C 3.76 3.05 0.85 -0.02
C 3.96 4.35 1.15 -0.01
C 3.16 4.61 2.23 0.02
H 1.67 3.43 3.20 0.12
H 2.11 1.62 1.60 0.13
H 4.30 2.49 0.09 0.13
H 4.71 4.96 0.65 0.14
H 3.05 5.56 2.72 0.16
N 0.07 1.02 -4.79 0.03
C 0.30 1.59 -6.03 -0.10
C -0.56 2.67 -6.13 -0.10
C -1.30 2.72 -4.95 -0.14
C -0.87 1.70 -4.14 -0.18
H 0.64 0.31 -4.35 0.09
H 1.15 1.25 -6.61 0.11
H -0.68 3.43 -6.88 0.10
H -2.10 3.40 -4.69 0.09
H -1.09 1.37 -3.13 0.09
```